The following is a quantum chemistry calculation of C18H49NiO19S6 as an isolated structure at a distorted geometry, from the OMol25 dataset.

LUMO energy (spin up / spin down) (eV): -4.53 / -9.39
Total charge: +2
Multiplicity: 4
⟨S²⟩: 3.757
Calculated total energy (a.u.): -6041.427439
Kohn-Sham gap (spin up / spin down) (eV): 10.58 / 5.72

Geometry (Å):
1 Ni 0.298 -0.208 0.792
2 O -0.471 0.287 2.482
3 H -0.913 0.145 3.342
4 O 2.646 0.629 -2.625
5 S 1.844 -0.533 -2.152
6 O 1.216 -0.542 -0.815
7 O 0.683 -0.957 -3.256
8 C 0.990 -0.622 -4.637
9 C -0.197 0.164 -5.143
10 C 2.975 -2.037 -2.296
11 H 1.106 -1.640 -5.010
12 H 1.909 -0.046 -4.741
13 H -1.119 -0.409 -5.046
14 H -0.205 0.360 -6.216
15 H -0.309 1.125 -4.643
16 H 3.904 -1.804 -1.775
17 H 3.139 -2.383 -3.317
18 H 2.531 -2.815 -1.675
19 O -1.379 0.407 -0.915
20 S -2.603 0.961 -1.524
21 O -2.478 2.191 -2.304
22 O -3.204 -0.288 -2.477
23 C -4.533 -0.101 -3.009
24 C -4.273 -0.052 -4.563
25 C -3.825 1.183 -0.163
26 H -5.197 0.701 -2.689
27 H -5.002 -1.013 -2.642
28 H -3.367 0.543 -4.672
29 H -5.049 0.371 -5.201
30 H -4.040 -1.071 -4.872
31 H -4.707 1.659 -0.593
32 H -3.273 1.752 0.584
33 H -4.108 0.211 0.243
34 O -3.559 -2.219 0.472
35 S -2.237 -2.658 0.977
36 O -0.990 -1.876 0.651
37 O -2.276 -2.846 2.610
38 C -2.865 -1.848 3.322
39 C -4.108 -2.311 4.094
40 C -2.088 -4.417 0.538
41 H -3.116 -0.941 2.773
42 H -2.123 -1.414 3.993
43 H -4.583 -1.439 4.543
44 H -3.876 -3.036 4.873
45 H -4.745 -2.794 3.353
46 H -2.272 -4.447 -0.536
47 H -2.786 -5.034 1.104
48 H -1.137 -4.836 0.866
49 O 3.300 -2.668 3.095
50 S 2.568 -2.943 1.878
51 O 1.548 -1.960 1.537
52 O 3.645 -3.168 0.596
53 C 4.869 -3.879 0.794
54 C 5.520 -4.066 -0.589
55 C 1.864 -4.640 1.839
56 H 4.754 -4.871 1.229
57 H 5.503 -3.258 1.427
58 H 4.921 -4.745 -1.196
59 H 6.526 -4.482 -0.547
60 H 5.606 -3.204 -1.251
61 H 1.314 -4.831 2.760
62 H 2.639 -5.399 1.737
63 H 1.328 -4.663 0.890
64 O 4.502 0.366 2.843
65 S 3.370 1.235 2.416
66 O 2.248 0.737 1.581
67 O 2.652 2.007 3.816
68 C 1.463 2.771 3.609
69 C 1.696 4.097 4.282
70 C 4.119 2.829 1.805
71 H 0.652 2.250 4.118
72 H 0.951 2.785 2.648
73 H 2.543 4.590 3.804
74 H 1.931 4.061 5.346
75 H 0.805 4.715 4.171
76 H 4.880 2.515 1.090
77 H 4.587 3.342 2.645
78 H 3.293 3.373 1.347
79 O 1.035 4.658 0.384
80 S 0.368 3.479 -0.111
81 O 0.446 2.086 0.391
82 O -1.254 3.735 -0.144
83 C -1.809 5.037 -0.332
84 C -3.310 4.961 -0.718
85 C 0.630 3.346 -1.885
86 H -1.188 5.725 -0.905
87 H -1.708 5.460 0.667
88 H -3.817 4.335 0.016
89 H -3.434 4.404 -1.648
90 H -3.828 5.911 -0.844
91 H 0.406 2.308 -2.132
92 H 1.649 3.491 -2.244
93 H -0.008 4.115 -2.319